Record 1
{"formula": "C6H8NPS2", "method": "wB97M-V/def2-TZVPD", "symbols": ["C", "C", "C", "C", "C", "C", "N", "P", "S", "S", "H", "H", "H", "H", "H", "H", "H", "H"], "xyz": [[-2.6519, 0.4061, -0.6932], [-2.1863, -0.6877, -0.0319], [-1.7776, 1.4362, -1.0165], [-0.8006, -0.7981, 0.3358], [-0.4267, 1.3644, -0.6623], [0.0725, 0.1999, 0.0115], [1.7898, -1.0817, 1.9269], [1.8286, 0.0919, 0.3438], [2.7894, 1.7309, 0.3060], [2.3563, -1.3440, -1.1063], [-3.7608, 0.2911, -0.9622], [-2.8861, -1.4711, 0.3238], [-1.9409, 2.1967, -1.7569], [-0.6843, -1.7723, 0.8494], [0.2471, 2.2267, -0.8739], [2.0106, -0.3601, 2.5265], [2.4783, -1.8179, 1.6512], [3.5426, -0.6110, -1.1718]], "nbo_charge": [-0.203, -0.204, -0.225, -0.181, -0.165, -0.460, -1.064, 1.203, -0.496, -0.297, 0.225, 0.215, 0.223, 0.245, 0.242, 0.369, 0.392, 0.180], "e_lumo_ev": 0.43, "e_above_lowest_kj_mol": 0.00, "multiplicity": 1}

Record 2
{"formula": "C6H8NS", "method": "wB97M-V/def2-TZVPD", "symbols": ["C", "C", "C", "C", "C", "C", "N", "S", "H", "H", "H", "H", "H", "H", "H", "H"], "xyz": [[1.4023, 2.0533, -0.6218], [0.1072, 1.5016, -0.5544], [2.3552, 1.0855, -0.6410], [0.1074, 0.1573, -0.4105], [-1.4558, -0.8784, 1.2680], [-1.0672, -0.6872, -0.0905], [-0.7409, -1.9638, 0.6577], [1.7740, -0.4980, -0.6023], [1.5700, 3.0064, -0.7934], [-0.7547, 2.1882, -0.5004], [3.3572, 1.1921, -0.8807], [-1.1421, -0.1501, 1.9656], [-2.4576, -1.0756, 1.4577], [-2.0590, -1.0631, -1.2350], [0.2594, -2.0184, 0.7025], [-1.2554, -2.8500, 0.2785]], "nbo_charge": [-0.218, -0.191, -0.357, -0.311, -0.258, 0.028, -0.546, 0.428, 0.231, 0.249, 0.250, 0.272, 0.250, 0.247, 0.449, 0.476], "e_lumo_ev": -4.17, "e_above_lowest_kj_mol": 250.91, "multiplicity": 1, "total_charge": 1}

Record 3
{"formula": "C6H8O2", "method": "wB97M-V/def2-TZVPD", "symbols": ["C", "C", "C", "C", "C", "C", "H", "H", "H", "H", "H", "H", "H", "H", "O", "O"], "xyz": [[-2.5523, 0.0264, -0.0486], [-1.2336, 0.1942, 0.1015], [-0.4386, -1.0455, 0.6876], [0.4326, -1.3713, -0.4194], [1.7996, 0.5614, 0.0544], [0.8274, 1.5155, 0.2423], [-3.0230, -0.9083, 0.3372], [-3.0483, 0.8071, -1.0053], [-1.1763, -1.8355, 0.7331], [0.1588, -0.9195, 1.5875], [0.6232, -2.5650, -0.6282], [-0.1274, -1.0711, -1.2656], [2.8427, 0.7475, 0.3318], [1.3423, 2.4948, 0.3854], [1.7289, -0.8239, -0.2117], [-0.5541, 1.3196, -0.3111]], "nbo_charge": [-0.504, 0.309, -0.500, -0.062, 0.096, -0.039, 0.221, 0.213, 0.233, 0.234, 0.187, 0.188, 0.204, 0.229, -0.502, -0.508], "e_lumo_ev": 0.91, "e_above_lowest_kj_mol": 444.08, "multiplicity": 1}

Record 4
{"formula": "C6H8O2", "method": "wB97M-V/def2-TZVPD", "symbols": ["C", "C", "C", "C", "C", "C", "H", "H", "H", "H", "H", "H", "H", "H", "O", "O"], "xyz": [[0.4140, -2.1247, -0.0956], [-0.5674, -0.7871, 0.2308], [-0.9352, -0.4610, -1.0912], [-0.0657, 0.5000, -0.2752], [1.2641, 1.9544, 0.6199], [-0.0884, 2.1974, 1.0236], [1.3926, -1.5544, -0.4548], [0.4100, -2.5327, 0.8853], [-0.1088, -2.8336, -0.9506], [-1.1243, -0.9161, 1.3514], [-0.7196, -1.1991, -2.0754], [-2.0026, -0.1215, -1.2326], [2.4889, 2.1245, 0.7503], [-0.6084, 3.1326, 1.5304], [1.1387, 1.1427, -0.5079], [-0.8879, 1.4786, 0.2916]], "nbo_charge": [-0.609, -0.277, -0.429, 0.474, -0.053, 0.057, 0.228, 0.209, 0.210, 0.235, 0.227, 0.225, 0.251, 0.229, -0.494, -0.484], "e_lumo_ev": 1.07, "e_above_lowest_kj_mol": 663.29, "multiplicity": 1}

Record 5
{"formula": "C6H8O2", "method": "wB97M-V/def2-TZVPD", "symbols": ["C", "C", "C", "C", "C", "C", "H", "H", "H", "H", "H", "H", "H", "H", "O", "O"], "xyz": [[1.6656, -0.5302, 0.5831], [-0.2652, -1.2700, -0.1653], [0.5397, 0.3653, 0.7463], [-0.5458, 1.4048, 0.7247], [-1.3307, 0.9345, -0.5774], [-0.9342, -0.2745, -1.1913], [1.8580, -1.2166, 1.4199], [2.4117, -0.0875, -0.0093], [-0.7186, -2.3288, -0.1873], [0.5793, 0.1699, -0.3324], [-0.1432, 2.2945, 0.2342], [-0.7495, 1.7393, 1.7974], [-1.9242, 1.5034, -1.3970], [-1.2799, -0.5784, -2.2553], [1.1790, -1.3002, -0.4964], [-0.3418, -0.8255, 1.1062]], "nbo_charge": [-0.093, 0.285, -0.097, -0.438, -0.185, -0.288, 0.207, 0.212, 0.195, 0.299, 0.228, 0.270, 0.238, 0.243, -0.558, -0.516], "e_lumo_ev": 0.84, "e_above_lowest_kj_mol": 778.24, "multiplicity": 1}

Record 6
{"formula": "C6H8O2", "method": "wB97M-V/def2-TZVPD", "symbols": ["C", "C", "C", "C", "C", "C", "O", "O", "H", "H", "H", "H", "H", "H", "H", "H"], "xyz": [[0.3160, 1.9312, 0.0404], [-0.0984, -1.9721, 0.4461], [0.9043, -0.9047, 0.8238], [-1.4939, 0.5018, -0.6128], [1.0307, 0.2936, -0.0385], [-0.0437, 0.8552, -0.9078], [1.6891, -1.0712, 1.7359], [-2.2976, 0.2595, -1.4717], [-1.7643, 0.4759, 0.4581], [2.0706, 0.5121, -0.2619], [0.7929, 2.8263, -0.3333], [-0.1629, 2.0278, 1.0033], [0.1286, 0.9776, -1.9718], [0.2731, -2.9366, 0.7777], [-1.0523, -1.7745, 0.9374], [-0.2921, -2.0019, -0.6250]], "nbo_charge": [-0.335, -0.722, 0.549, 0.450, -0.314, -0.379, -0.522, -0.512, 0.110, 0.264, 0.230, 0.223, 0.243, 0.248, 0.238, 0.229], "e_lumo_ev": 0.42, "e_above_lowest_kj_mol": 244.15, "multiplicity": 1}

Record 7
{"formula": "C6H8O2S", "method": "wB97M-V/def2-TZVPD", "symbols": ["C", "C", "C", "C", "C", "C", "O", "O", "S", "H", "H", "H", "H", "H", "H", "H", "H"], "xyz": [[-0.7395, 2.8979, 0.3104], [-0.5494, 1.7886, -0.0805], [-0.4985, 0.5375, -0.7716], [0.1335, -0.6284, -0.0714], [0.9593, -1.6201, -0.9298], [0.9282, -0.1630, 1.1439], [-2.1073, 0.1249, -1.0283], [-0.9694, -1.4597, 0.4824], [-2.3406, -0.5943, 0.5198], [-1.0346, 3.9286, 0.4091], [-0.3578, 0.6657, -1.7991], [0.3192, -2.1084, -1.7711], [1.0767, -2.4119, -0.1828], [1.9453, -1.0262, -1.0683], [1.1006, -0.8069, 2.0549], [0.2753, 0.5563, 1.6707], [1.8591, 0.3194, 1.1117]], "nbo_charge": [-0.154, -0.070, -0.025, 0.222, -0.631, -0.678, -0.662, -0.676, 0.771, 0.244, 0.250, 0.241, 0.232, 0.225, 0.242, 0.239, 0.229], "e_lumo_ev": 0.63, "e_above_lowest_kj_mol": 358.44, "multiplicity": 1}

Record 8
{"formula": "C6H8O2S", "method": "wB97M-V/def2-TZVPD", "symbols": ["C", "C", "C", "C", "C", "C", "O", "O", "S", "H", "H", "H", "H", "H", "H", "H", "H"], "xyz": [[-3.2285, -0.1334, 0.0998], [-2.0889, 0.0718, 0.9116], [-2.8503, -0.9481, -0.9685], [-1.2110, -0.8946, 0.4907], [0.0319, -1.1109, 1.1554], [2.3925, 0.5182, -0.8270], [3.8418, -1.5061, 0.1205], [-1.6693, -1.5567, -0.5989], [3.0290, -0.3533, 0.6852], [-3.9288, 0.6679, -0.0964], [-2.0384, 0.5736, 1.8661], [-3.3097, -1.4057, -1.8547], [0.0616, -0.7798, 2.1862], [0.9560, -1.6930, 0.8309], [1.2903, 0.5509, -0.9852], [2.8628, 1.4685, -0.8889], [2.8517, -0.1973, -1.6002]], "nbo_charge": [-0.311, -0.268, 0.106, 0.205, -0.401, -0.829, -0.778, -0.416, 0.889, 0.223, 0.231, 0.216, 0.197, 0.211, 0.242, 0.227, 0.254], "e_lumo_ev": [-0.56, -0.80], "e_above_lowest_kj_mol": 280.70, "multiplicity": 1}

Record 9
{"formula": "C6H8O4", "method": "wB97M-V/def2-TZVPD", "symbols": ["O", "C", "H", "O", "C", "C", "C", "O", "C", "C", "H", "H", "H", "H", "H", "O", "H", "H"], "xyz": [[-1.4497, 1.4692, 2.8897], [-0.3730, 1.4093, 2.3579], [-0.0208, 2.0630, 1.5404], [0.0263, -0.3695, 1.1034], [0.4640, -0.1256, -0.2147], [0.4577, -1.3290, -1.1643], [-1.0867, -1.2374, -1.3504], [-1.0211, -1.2145, -2.8033], [0.1122, -0.4126, -2.3700], [-0.6511, 0.2493, -1.1900], [1.3628, 0.5090, -0.2199], [1.0769, -2.2323, -1.1686], [-1.8948, -1.7962, -0.8692], [0.7692, 0.0370, -3.1212], [-1.2877, 1.1401, -1.2235], [0.8946, 0.8733, 3.1401], [0.9486, -0.3861, 1.8326], [1.6726, 1.3530, 2.8309]], "nbo_charge": [-0.515, 0.683, 0.125, -0.733, 0.079, -0.250, 0.095, -0.522, 0.086, -0.248, 0.157, 0.219, 0.215, 0.204, 0.218, -0.802, 0.520, 0.471], "e_lumo_ev": 0.30, "e_above_lowest_kj_mol": 602.31, "multiplicity": 1}

Record 10
{"formula": "C6H8O5P", "method": "wB97M-V/def2-TZVPD", "symbols": ["C", "C", "C", "C", "C", "C", "O", "O", "O", "O", "O", "P", "H", "H", "H", "H", "H", "H", "H", "H"], "xyz": [[-1.6749, 0.8492, 1.0980], [-1.4869, -0.5098, 0.8445], [0.5110, -0.4813, -2.3304], [0.1620, -2.3131, -0.0683], [-0.2495, -0.8816, 0.0808], [0.0713, 0.0810, -1.0135], [1.4026, -1.2544, -2.5455], [-0.3259, 0.0254, -3.1875], [-0.7991, 2.5050, -2.0789], [0.7453, 0.0876, 0.1783], [2.0390, 2.4634, -3.4579], [-1.2458, 1.1512, -1.8242], [-2.5301, 1.0597, 1.5690], [-0.7722, 1.4318, 0.9086], [-2.2704, -1.2403, 0.9157], [-0.7797, -2.9116, -0.2331], [0.9084, -2.3376, -0.8496], [0.5590, -2.7610, 0.9957], [1.1908, 3.0642, -3.4074], [1.6765, 1.5802, -3.7172]], "nbo_charge": [-0.419, -0.188, 0.740, -0.634, 0.165, -0.233, -0.653, -0.746, -1.157, -0.457, -0.978, 1.307, 0.187, 0.235, 0.192, 0.206, 0.270, 0.188, 0.493, 0.481], "e_lumo_ev": 3.55, "e_above_lowest_kj_mol": 173.91, "multiplicity": 1, "total_charge": -1}

Record 11
{"formula": "C6H8OS", "method": "wB97M-V/def2-TZVPD", "symbols": ["C", "C", "C", "C", "C", "C", "H", "H", "H", "H", "H", "H", "H", "H", "O", "S"], "xyz": [[-0.4395, -0.5420, 1.8810], [-0.1624, -0.3431, 0.5561], [1.1715, 0.0022, 0.1109], [0.6371, -0.5038, -1.1942], [-0.4263, 0.5540, -1.5581], [-0.9871, 0.7716, -0.1872], [0.7024, -0.7870, 2.7416], [-1.1634, 0.7588, 2.1226], [-1.5146, -1.3465, 1.9659], [1.6660, 1.0223, -0.1143], [1.9339, -0.6531, 0.3318], [1.3052, -0.6045, -1.9703], [-1.1174, 0.4792, -2.3669], [0.1621, 1.3439, -2.1020], [-1.5678, 1.7702, 0.2712], [-0.1997, -1.9223, -0.4882]], "nbo_charge": [-0.598, -0.299, -0.441, -0.286, -0.553, 0.613, 0.253, 0.242, 0.245, 0.226, 0.232, 0.215, 0.259, 0.242, -0.505, 0.157], "e_lumo_ev": 0.32, "e_above_lowest_kj_mol": 608.19, "multiplicity": 1}

Record 12
{"formula": "C6H8OS", "method": "wB97M-V/def2-TZVPD", "symbols": ["C", "C", "C", "C", "C", "C", "H", "H", "H", "H", "H", "H", "H", "H", "O", "S"], "xyz": [[-1.1135, -1.5681, -0.4958], [-0.6251, -0.2653, 0.0800], [-0.2781, 1.0208, -0.8244], [0.9794, 1.4540, -0.4488], [1.6259, 0.6661, 0.7093], [0.7309, -0.3811, 0.8257], [-0.4648, -2.1071, -1.2492], [-1.4675, -2.3117, 0.2507], [-1.8357, -1.3696, -1.2937], [-1.6256, 1.3727, 0.5921], [-0.8108, 1.7082, -1.5777], [1.5476, 2.3248, -0.7346], [2.1281, 1.2398, 1.4831], [0.5715, -1.0652, 1.7824], [-1.6333, 0.1867, 0.9897], [2.2710, -0.9049, -0.0888]], "nbo_charge": [-0.654, 0.215, -0.309, -0.147, -0.333, -0.278, 0.232, 0.236, 0.228, 0.484, 0.250, 0.215, 0.252, 0.259, -0.707, 0.055], "e_lumo_ev": 0.44, "e_above_lowest_kj_mol": 360.72, "multiplicity": 1}

Table of energy (eV), in record order: -38801.170 -18666.345 -10442.124 -10439.852 -10438.660 -10444.196 -21276.774 -21277.580 -14535.743 -25878.030 -19227.960 -19230.525